{
  "formula": "C30H49BrFGe2N3O4PSc",
  "method": "ωB97M-V/def2-TZVPD",
  "homo_ev": [-9.448, -11.020],
  "homo_lumo_gap_ev": [7.2, 7.5],
  "multiplicity": 2,
  "total_charge": 1,
  "energy_ha": -9567.7512,
  "s2": 0.75,
  "species": ["Sc", "N", "C", "C", "N", "H", "H", "H", "H", "H", "H", "H", "H", "C", "Ge", "C", "C", "Ge", "C", "C", "C", "C", "C", "C", "C", "C", "C", "C", "C", "C", "H", "H", "H", "H", "H", "H", "H", "H", "H", "H", "H", "H", "H", "H", "H", "H", "H", "H", "H", "F", "C", "C", "C", "C", "O", "P", "O", "O", "O", "C", "C", "C", "C", "H", "H", "H", "H", "H", "H", "H", "H", "H", "H", "H", "H", "H", "H", "H", "H", "H", "H", "Br", "C", "C", "C", "C", "C", "N", "H", "H", "H", "H"],
  "xyz": [[0.709, 0.978, -0.037], [2.245, -0.815, 0.102], [3.173, -0.751, 1.248], [3.568, 0.694, 1.500], [2.347, 1.534, 1.518], [1.775, -1.716, 0.077], [2.741, -0.723, -0.783], [4.068, -1.357, 1.098], [2.651, -1.140, 2.119], [4.205, 1.055, 0.694], [4.124, 0.771, 2.435], [2.597, 2.517, 1.444], [1.892, 1.428, 2.425], [-1.835, -3.748, 3.268], [-1.402, -2.636, 1.719], [-2.967, -2.443, 0.575], [0.047, -3.501, 0.723], [-0.671, -0.449, 2.560], [-2.106, 0.684, 3.224], [-3.332, 0.083, 3.517], [-4.377, 0.825, 4.052], [-4.208, 2.179, 4.297], [-2.996, 2.789, 4.004], [-1.953, 2.050, 3.464], [0.716, -0.597, 3.935], [1.400, -1.804, 4.111], [2.436, -1.912, 5.031], [2.814, -0.807, 5.783], [2.140, 0.398, 5.626], [1.097, 0.501, 4.713], [-2.145, -4.740, 2.932], [-2.650, -3.306, 3.841], [-0.974, -3.857, 3.927], [-3.281, -3.430, 0.230], [-2.712, -1.825, -0.284], [-3.794, -1.984, 1.115], [-0.223, -4.545, 0.551], [0.987, -3.491, 1.277], [0.174, -3.019, -0.249], [-3.473, -0.977, 3.340], [-5.320, 0.343, 4.278], [-5.020, 2.760, 4.714], [-2.864, 3.847, 4.191], [-1.027, 2.547, 3.208], [1.115, -2.673, 3.530], [2.943, -2.860, 5.164], [3.621, -0.888, 6.499], [2.416, 1.255, 6.228], [0.554, 1.437, 4.631], [-0.546, 2.114, 0.826], [-0.145, -3.135, -4.437], [1.031, -2.500, -3.714], [1.720, -1.445, -4.565], [2.017, -3.553, -3.245], [0.524, -1.908, -2.461], [-0.065, -0.479, -2.205], [-0.657, -0.483, -0.799], [1.010, 0.603, -2.150], [-1.100, -0.290, -3.356], [-1.883, 0.917, -3.677], [-2.517, 1.485, -2.416], [-2.944, 0.415, -4.638], [-0.969, 1.929, -4.354], [0.209, -3.653, -5.329], [-0.869, -2.378, -4.735], [-0.639, -3.859, -3.788], [2.159, -1.923, -5.440], [2.514, -0.948, -4.004], [1.010, -0.691, -4.907], [2.416, -4.095, -4.102], [1.522, -4.264, -2.582], [2.849, -3.090, -2.710], [-3.086, 0.718, -1.890], [-3.193, 2.295, -2.690], [-1.769, 1.881, -1.728], [-3.569, -0.336, -4.155], [-2.475, -0.030, -5.516], [-3.576, 1.242, -4.961], [-0.172, 2.246, -3.682], [-1.551, 2.801, -4.653], [-0.517, 1.493, -5.246], [3.774, 2.488, -1.715], [2.250, 3.615, -1.723], [2.347, 4.805, -2.421], [1.240, 5.636, -2.432], [0.108, 5.242, -1.741], [0.120, 4.039, -1.065], [1.183, 3.211, -1.051], [3.262, 5.060, -2.933], [1.272, 6.577, -2.965], [-0.781, 5.857, -1.715], [-0.736, 3.709, -0.495]],
  "lowdin_spin": [0.11, 0.01, 0.00, 0.00, 0.01, 0.00, 0.00, 0.00, 0.00, 0.00, 0.00, 0.00, 0.01, 0.03, 0.06, 0.00, 0.00, 0.41, 0.06, 0.02, 0.00, 0.01, 0.00, 0.01, 0.07, 0.03, 0.00, 0.03, 0.00, 0.03, 0.00, 0.00, 0.00, 0.00, 0.00, 0.00, 0.00, 0.00, 0.00, 0.00, 0.00, 0.00, 0.00, 0.00, 0.00, 0.00, 0.00, 0.00, 0.00, 0.05, 0.00, 0.00, 0.00, 0.00, 0.00, 0.00, 0.02, 0.00, 0.00, 0.00, 0.00, 0.00, 0.00, 0.00, 0.00, 0.00, 0.00, 0.00, 0.00, 0.00, 0.00, 0.00, 0.00, 0.00, 0.00, 0.00, 0.00, 0.00, 0.00, 0.00, 0.00, 0.00, 0.00, 0.00, 0.00, 0.00, 0.00, 0.00, 0.00, 0.00, 0.00, 0.00]
}